{
  "formula": "C19H53O11",
  "method": "ωB97M-V with the def2-TZVPD basis set",
  "elements": ["C", "O", "O", "O", "H", "C", "O", "H", "H", "H", "H", "C", "O", "H", "H", "H", "H", "C", "O", "H", "H", "H", "H", "C", "C", "C", "O", "H", "H", "H", "H", "H", "H", "H", "H", "C", "C", "C", "O", "H", "H", "H", "H", "H", "H", "H", "H", "C", "C", "C", "O", "H", "H", "H", "H", "H", "H", "H", "H", "C", "C", "C", "O", "H", "H", "H", "H", "H", "H", "H", "H", "C", "C", "C", "O", "H", "H", "H", "H", "H", "H", "H", "H"],
  "xyz": [[36.400, 18.119, 17.074], [35.222, 18.272, 16.702], [37.017, 19.142, 17.618], [36.990, 17.077, 16.996], [36.506, 19.959, 17.773], [38.123, 14.096, 18.258], [37.515, 15.137, 19.013], [38.399, 13.196, 18.827], [38.903, 14.435, 17.682], [37.343, 13.861, 17.400], [37.534, 15.809, 18.477], [34.596, 14.446, 16.909], [35.617, 14.964, 15.972], [33.703, 15.139, 17.036], [35.090, 13.935, 17.820], [34.122, 13.613, 16.485], [35.998, 15.772, 16.479], [34.282, 21.721, 15.840], [35.302, 21.162, 16.506], [34.384, 21.678, 14.648], [34.295, 22.759, 15.993], [33.418, 21.316, 15.974], [35.269, 20.138, 16.549], [39.267, 19.342, 13.085], [38.232, 18.866, 14.129], [36.777, 19.313, 13.564], [38.304, 17.532, 14.577], [39.260, 19.001, 12.105], [40.230, 19.155, 13.542], [39.222, 20.375, 12.967], [38.427, 19.599, 15.024], [36.436, 20.262, 13.507], [36.167, 18.761, 14.169], [36.619, 19.083, 12.507], [37.703, 17.486, 15.204], [35.402, 17.857, 20.758], [34.439, 16.959, 19.879], [33.529, 16.157, 20.826], [33.740, 17.861, 19.075], [36.158, 18.204, 20.168], [35.972, 17.105, 21.333], [34.979, 18.486, 21.293], [34.957, 16.433, 19.050], [32.766, 15.649, 20.246], [32.893, 16.861, 21.524], [34.021, 15.494, 21.337], [34.514, 18.278, 18.462], [40.786, 18.867, 17.131], [40.145, 17.478, 17.610], [41.263, 16.502, 17.997], [39.278, 17.740, 18.610], [41.660, 18.990, 16.308], [41.270, 19.404, 17.957], [39.994, 19.575, 16.525], [39.541, 17.058, 16.782], [40.867, 15.572, 18.140], [41.929, 16.870, 18.779], [42.179, 16.294, 17.386], [38.561, 18.312, 18.266], [31.605, 16.407, 13.823], [33.006, 16.654, 14.215], [34.091, 16.391, 13.153], [33.176, 17.973, 14.811], [31.335, 16.897, 12.766], [31.026, 16.773, 14.565], [31.463, 15.288, 13.742], [33.110, 15.953, 15.247], [34.243, 15.349, 13.065], [35.195, 16.532, 13.654], [33.865, 16.862, 12.080], [33.844, 18.118, 15.408], [37.452, 24.172, 14.654], [38.188, 23.424, 15.682], [39.463, 24.111, 16.156], [37.349, 23.309, 16.828], [38.109, 24.552, 13.943], [37.109, 25.272, 14.849], [36.437, 23.677, 14.293], [38.662, 22.541, 15.455], [39.329, 24.809, 16.959], [39.970, 24.582, 15.288], [40.114, 23.223, 16.704], [36.706, 22.561, 16.634]],
  "forces_ev_per_angstrom": [[-2.8, 0.3, -0.5], [-1.4, 1.6, -0.3], [2.0, 2.2, 1.4], [2.5, -2.6, 0.0], [0.1, -0.6, -0.2], [-4.0, -0.9, -1.2], [0.5, -6.7, 5.0], [-0.3, 0.6, 0.1], [2.4, 0.9, -0.9], [1.4, -0.4, 1.6], [0.0, 6.4, -4.5], [1.2, 0.5, 0.1], [-1.0, 0.8, 2.5], [1.5, -0.3, 0.7], [-0.8, 1.7, -0.8], [-0.5, -1.4, -1.3], [-0.4, -1.4, -1.3], [3.5, 2.1, -5.3], [2.4, -2.8, 1.7], [0.2, -0.2, 1.9], [-0.3, 1.5, 0.7], [-5.5, -2.4, 1.4], [-0.7, 1.6, -0.7], [0.7, -1.5, 2.8], [-0.9, 4.0, -0.5], [3.2, -3.1, -1.0], [4.6, 1.4, -5.9], [-0.4, -1.5, -1.7], [0.6, -0.2, -0.2], [-0.5, 2.0, 0.2], [-0.4, -1.4, -1.2], [-0.2, 3.7, 1.0], [-2.4, -1.4, 1.2], [0.3, -1.1, 0.0], [-4.5, -1.1, 5.1], [2.9, -9.6, -4.0], [1.0, 1.5, 0.8], [-4.0, 5.0, -2.9], [0.8, 2.5, -2.2], [1.8, 1.6, -1.9], [-0.2, 0.4, 0.5], [-4.2, 5.8, 4.8], [0.4, -1.1, 1.6], [-0.1, -0.3, -0.2], [1.5, -1.1, -1.2], [2.9, -3.6, 3.1], [-3.2, -1.4, 1.6], [0.1, 1.8, -3.3], [2.3, 1.1, -3.6], [2.1, 2.0, -0.4], [-1.0, 0.5, 2.3], [-1.7, -1.5, 1.6], [-0.7, 0.0, 0.2], [1.5, -1.6, 2.1], [0.7, 0.1, -0.1], [-1.0, -2.5, 1.2], [-1.0, 0.1, 1.2], [-1.4, 0.6, -1.3], [0.5, -0.5, 0.2], [0.7, -1.1, -4.8], [2.7, -0.4, 4.1], [1.8, 1.0, 0.6], [-4.2, -0.1, -3.8], [0.4, -0.9, 2.2], [-2.3, 1.2, 2.2], [0.0, 1.2, -0.1], [0.3, 1.2, -3.1], [-0.6, -1.5, -0.7], [-2.7, 0.8, -1.5], [0.8, -0.7, 2.6], [2.9, -0.6, 2.2], [-3.7, 1.7, -0.9], [-0.3, 2.8, 2.8], [1.9, -1.8, 1.0], [-1.0, -1.9, -0.1], [1.2, -0.6, -2.5], [0.2, -1.9, 1.3], [2.5, 0.7, 0.3], [-0.3, -2.8, -1.6], [-0.4, 0.7, 0.2], [0.2, -0.4, 0.7], [-1.2, 2.4, -1.7], [0.9, 1.0, 0.5]],
  "multiplicity": 1,
  "homo_energy_ev": -6.6,
  "total_charge": -1
}

{
  "formula": "C19H54N4O6",
  "method": "ωB97M-V with the def2-TZVPD basis set",
  "elements": ["C", "O", "C", "C", "C", "N", "H", "H", "H", "H", "H", "H", "H", "H", "H", "H", "H", "C", "O", "C", "C", "C", "N", "H", "H", "H", "H", "H", "H", "H", "H", "H", "H", "H", "C", "O", "C", "C", "C", "N", "H", "H", "H", "H", "H", "H", "H", "H", "H", "H", "H", "C", "O", "C", "C", "C", "N", "H", "H", "H", "H", "H", "H", "H", "H", "H", "H", "H", "C", "C", "O", "H", "H", "H", "H", "H", "H", "C", "O", "H", "H", "H", "H"],
  "xyz": [[2.878, 1.041, -2.903], [1.495, 0.759, -2.875], [0.811, 1.577, -3.819], [-0.705, 1.569, -3.623], [-1.370, 0.228, -3.835], [-1.312, 2.573, -4.493], [3.379, 0.369, -2.203], [3.082, 2.061, -2.559], [3.336, 0.885, -3.884], [1.145, 2.616, -3.705], [1.109, 1.221, -4.811], [-0.872, 1.876, -2.578], [-1.120, -0.529, -3.088], [-1.182, -0.239, -4.803], [-2.440, 0.418, -3.717], [-2.182, 2.885, -4.075], [-0.754, 3.421, -4.551], [-0.454, 3.559, -0.038], [0.382, 3.742, 1.081], [1.553, 2.946, 1.061], [2.223, 3.074, 2.434], [1.448, 2.363, 3.534], [2.389, 4.497, 2.803], [-0.934, 2.573, -0.044], [0.106, 3.606, -0.982], [-1.221, 4.330, -0.007], [1.372, 1.876, 0.889], [2.199, 3.293, 0.247], [3.249, 2.695, 2.405], [1.927, 2.572, 4.489], [1.478, 1.287, 3.360], [0.423, 2.731, 3.588], [2.995, 4.961, 2.131], [1.490, 4.954, 2.660], [1.169, -3.029, 4.890], [1.103, -1.870, 4.093], [1.437, -2.125, 2.753], [2.932, -2.171, 2.521], [3.555, -0.768, 2.664], [3.273, -2.686, 1.163], [0.296, -3.663, 4.701], [1.163, -2.768, 5.946], [2.079, -3.609, 4.711], [0.956, -3.042, 2.388], [0.998, -1.333, 2.140], [3.473, -2.824, 3.211], [3.130, -0.035, 1.968], [4.628, -0.804, 2.473], [3.389, -0.313, 3.648], [2.794, -2.026, 0.547], [4.263, -2.558, 1.005], [-3.376, -2.247, -1.834], [-3.758, -0.935, -1.483], [-4.393, -0.829, -0.230], [-4.795, 0.605, 0.070], [-3.667, 1.637, -0.034], [-5.399, 0.625, 1.412], [-2.905, -2.747, -0.979], [-2.691, -2.155, -2.670], [-4.251, -2.851, -2.098], [-5.339, -1.377, -0.228], [-3.692, -1.180, 0.536], [-5.613, 0.931, -0.578], [-2.816, 1.321, 0.573], [-3.957, 2.642, 0.273], [-3.340, 1.726, -1.076], [-6.024, 1.415, 1.485], [-4.699, 0.751, 2.136], [-0.441, -0.345, -0.301], [0.223, -1.626, -0.741], [1.617, -1.339, -0.919], [-0.274, 0.443, -1.043], [-0.062, 0.149, 0.597], [-1.532, -0.387, -0.222], [-0.133, -2.077, -1.671], [0.208, -2.391, 0.039], [1.729, -0.693, -1.633], [0.846, -5.263, -1.461], [-0.536, -4.969, -1.754], [0.810, -5.795, -0.508], [1.260, -5.976, -2.175], [1.416, -4.334, -1.487], [-0.978, -4.899, -0.908]],
  "forces_ev_per_angstrom": [[0.4, -0.1, 0.4], [-0.1, 0.3, -0.1], [-0.1, -0.1, -0.2], [0.7, 0.0, 0.6], [-0.5, -0.3, 0.3], [0.0, 0.3, -0.3], [-0.1, 0.0, 0.0], [-0.1, 0.1, -0.2], [-0.2, 0.1, -0.1], [0.2, 0.0, 0.0], [-0.3, 0.2, -0.2], [0.1, -0.3, 0.1], [0.2, 0.3, 0.1], [0.0, 0.4, -0.2], [-0.1, -0.3, -0.2], [-0.1, -0.2, -0.2], [0.1, -0.2, 0.0], [0.1, -0.3, -0.2], [-0.1, -0.4, -0.1], [0.3, -0.3, 0.4], [0.2, 1.2, 0.0], [0.3, 0.0, -0.2], [-0.2, 0.1, -0.1], [0.0, 0.0, 0.2], [0.1, 0.3, 0.0], [0.0, 0.0, -0.1], [-0.4, 0.1, -0.2], [0.2, 0.1, 0.0], [-0.2, -0.4, -0.2], [0.0, 0.0, 0.0], [-0.3, 0.0, 0.1], [-0.1, -0.1, -0.1], [0.1, -0.2, 0.1], [0.0, -0.1, 0.2], [-0.1, -0.3, 0.1], [0.1, 0.3, 0.3], [-0.2, -0.4, -0.5], [1.8, 0.6, -0.8], [-0.3, 0.4, 0.6], [-1.3, 0.3, 0.6], [0.0, -0.1, -0.1], [0.0, 0.3, -0.1], [0.0, 0.0, -0.1], [0.1, -0.2, 0.2], [0.1, 0.2, 0.1], [-0.5, -0.1, 0.3], [-0.1, -0.3, -0.3], [0.1, -0.1, 0.1], [0.1, -0.3, 0.1], [0.3, -0.4, -0.5], [0.1, 0.0, 0.0], [-0.4, 0.1, 0.5], [0.1, 0.5, -0.2], [-0.2, 0.3, -0.4], [-0.1, 1.2, 0.7], [0.2, -0.4, -0.7], [-0.1, -0.2, 0.1], [0.3, 0.0, -0.1], [0.0, -0.2, 0.0], [0.0, 0.0, -0.2], [0.2, -0.5, 0.2], [-0.2, -0.2, 0.3], [0.2, -0.3, -0.4], [0.0, 0.1, 0.0], [-0.3, -0.1, 0.2], [0.2, -0.1, 0.1], [0.0, 0.0, 0.1], [0.1, -0.1, -0.1], [-1.0, 1.0, -0.6], [1.2, 0.4, 0.3], [0.5, -0.2, 0.0], [0.1, -0.3, -0.2], [0.2, -0.8, 0.3], [0.1, -0.3, 0.1], [-0.5, 0.2, 0.2], [-0.2, 0.0, -0.1], [-0.5, -0.2, 0.1], [-0.9, -0.3, 0.2], [0.3, -0.1, -0.5], [0.8, 0.4, 0.2], [-0.2, 0.2, -0.3], [0.2, -0.2, 0.4], [-0.1, 0.1, 0.0]],
  "multiplicity": 1,
  "homo_energy_ev": -9.0,
  "total_charge": 0
}

Table of ΔE to the lowest compared entry with this formula, charge and spin (kJ/mol), in record order: 21.1, 0.0
Table of HOMO-LUMO gap (eV), in record order: 9.22, 9.60
Table of energy (hartree), in record order: -1583.10210, -1426.65345